Record 1
A molecular structure, C26H37As3NRe in a non-equilibrium geometry, computed with ωB97M-V with the def2-TZVPD basis set.

Each line ends with the natural charge from an NBO analysis.
Geometry (Å):
Re  -1.09716  0.83534  -0.36353  0.57
C  -2.55255  4.91187  -0.36558  -0.17
C  -3.87716  4.62135  -0.67192  -0.13
C  -4.30356  3.30829  -0.85753  -0.18
C  -3.40400  2.26068  -0.73851  -0.05
C  -2.04668  2.56275  -0.42554  -0.29
C  -1.63346  3.88164  -0.24132  -0.18
C  -3.81172  0.83824  -0.92550  0.25
C  -5.10754  0.42601  -1.22626  -0.24
C  -5.37814  -0.91463  -1.37702  -0.05
C  -4.36358  -1.88121  -1.23207  -0.03
C  -4.58883  -3.27096  -1.37699  -0.15
C  -3.55772  -4.15457  -1.22363  -0.18
C  -2.26208  -3.68693  -0.91973  -0.13
C  -2.01437  -2.34557  -0.77311  -0.26
C  -3.06409  -1.42832  -0.92807  0.16
N  -2.82853  -0.08191  -0.78418  -0.49
H  -2.24186  5.93834  -0.22543  0.25
H  -4.59298  5.42680  -0.76875  0.25
H  -5.34310  3.13002  -1.09393  0.24
H  -0.60054  4.11057  -0.00299  0.22
H  -5.89624  1.15295  -1.34013  0.26
H  -6.38577  -1.23740  -1.61103  0.26
H  -5.58689  -3.61905  -1.61047  0.25
H  -3.72764  -5.21638  -1.33436  0.26
H  -1.45887  -4.40285  -0.80273  0.24
H  -1.01109  -1.98979  -0.53821  0.19
C  0.85586  1.59522  2.68528  -0.94
As  0.06714  0.11718  1.71154  1.13
C  -1.07113  -0.74280  3.00990  -0.93
C  1.43316  -1.24348  1.34545  -0.73
C  2.50170  -1.02970  0.25750  -0.05
C  3.46112  -2.22947  0.32734  -0.61
C  1.91398  -1.07195  -1.17447  -0.72
As  0.81192  0.38260  -1.88932  1.13
C  0.30853  -0.26705  -3.63402  -0.93
C  1.91858  1.92768  -2.25522  -0.93
C  3.27106  0.28813  0.44568  -0.73
As  4.51751  0.61839  1.96547  1.44
C  4.11404  -0.48365  3.52033  -0.96
C  6.22017  -0.07733  1.35654  -0.95
H  1.37930  1.19916  3.55490  0.24
H  0.04426  2.23729  3.02556  0.28
H  1.54364  2.17585  2.07486  0.23
H  -0.46736  -1.06393  3.85848  0.25
H  -1.55548  -1.60583  2.55605  0.26
H  -1.82569  -0.03467  3.34843  0.27
H  0.86987  -2.15822  1.13729  0.26
H  1.91752  -1.40379  2.31179  0.24
H  2.94044  -3.16120  0.10081  0.25
H  3.89919  -2.33302  1.31886  0.21
H  4.27186  -2.11625  -0.39382  0.23
H  1.30972  -1.97595  -1.30114  0.26
H  2.73553  -1.15583  -1.89202  0.25
H  1.21018  -0.48826  -4.20482  0.26
H  -0.26736  0.50061  -4.14817  0.27
H  -0.29209  -1.16910  -3.52993  0.26
H  2.83067  1.59054  -2.74739  0.26
H  2.16950  2.47642  -1.35130  0.24
H  1.36393  2.57608  -2.93212  0.28
H  2.57609  1.13240  0.45555  0.23
H  3.93161  0.44770  -0.41201  0.26
H  3.14549  -0.23668  3.94890  0.25
H  4.87953  -0.24465  4.25826  0.29
H  4.17400  -1.54766  3.29118  0.28
H  6.50424  0.41121  0.42688  0.27
H  6.15640  -1.15692  1.21546  0.28
H  6.96750  0.14568  2.11600  0.29

Gap between HOMO and LUMO (spin up / spin down) ... 6.63 / 3.93 eV
Net charge ... +3
Largest force on an atom ... 0.0426 hartree/bohr
DFT total energy ... -7852.23220 a.u.
ΔE to the lowest compared entry with this formula, charge and spin ... 0.000 eV
Multiplicity ... 2

Record 2
A molecular structure, C33H47BCl14F13N2O2PS in a non-equilibrium geometry, computed with ωB97M-V with the def2-TZVPD basis set.

Each line ends with the Mulliken charge.
Geometry (Å):
C  2.55373  0.00495  4.06259  -1.01
C  1.98050  1.15351  3.15444  0.56
O  2.92455  1.69220  2.19878  -0.51
B  2.71564  1.07036  0.93158  0.46
O  2.11388  1.79698  -0.12851  -0.63
C  3.20074  -0.45745  0.80623  0.04
C  2.29175  -1.58758  0.61347  0.14
C  0.76121  -1.37645  0.49776  -0.61
C  -0.05882  -1.99975  1.72681  -0.20
C  -1.47780  -1.28109  1.71870  0.61
F  -1.25663  -0.00567  2.24730  -0.35
F  -1.90680  -1.27762  0.40453  -0.33
C  -2.50452  -1.99886  2.71247  0.56
F  -1.92932  -1.78454  3.96554  -0.34
F  -2.47844  -3.36752  2.54952  -0.28
C  -3.96034  -1.36118  2.70133  0.53
F  -4.04051  -0.24833  1.87860  -0.26
F  -4.10683  -0.79038  3.97474  -0.30
C  -5.17829  -2.34125  2.58393  0.54
F  -6.32813  -1.55406  2.59468  -0.29
F  -5.23813  -3.05153  3.77856  -0.28
C  -5.31065  -3.36825  1.41240  0.78
F  -6.67457  -3.52025  1.16363  -0.26
F  -4.90430  -4.64317  1.77357  -0.25
C  -4.65829  -3.06715  0.00779  0.53
F  -3.40771  -3.61801  -0.13968  -0.22
F  -5.42383  -3.77342  -0.91375  -0.29
F  -4.72602  -1.77653  -0.40864  -0.24
C  2.91744  -2.96846  0.55597  0.69
P  1.97949  -4.59857  0.36743  -0.23
C  0.48407  -4.40161  -0.75266  -0.76
C  1.37387  -5.06981  2.11217  -0.23
C  0.31969  -6.24887  2.02271  -0.90
C  4.35879  -3.15373  0.67870  -0.95
C  5.32524  -2.03832  0.88346  0.29
N  6.69846  -2.05059  1.04750  -0.67
S  7.03668  -0.42454  1.25968  0.15
N  5.58603  0.36731  1.14499  -0.49
C  4.68877  -0.67714  0.93930  0.36
H  3.09020  -0.80610  3.48702  0.17
H  1.68049  -0.51127  4.55677  0.39
H  3.29549  0.36863  4.82331  0.21
H  1.59208  1.95882  3.84392  0.21
H  1.08978  0.73995  2.59862  -0.16
H  1.37722  2.27987  0.29851  0.31
H  0.45384  -0.28797  0.48533  0.59
H  0.39049  -1.77134  -0.49196  0.38
H  -0.26699  -3.08456  1.56953  -0.17
H  0.53421  -1.76092  2.64394  0.13
H  -0.48156  -4.15440  -0.23806  -0.01
H  0.32447  -5.40334  -1.25183  0.44
H  0.66039  -3.67606  -1.59834  0.38
H  2.28444  -5.48540  2.63702  0.52
H  1.04947  -4.18729  2.71801  0.16
H  -0.72686  -5.96900  2.29816  0.14
H  0.33251  -6.67231  0.97336  0.26
H  0.67840  -7.08969  2.67801  0.33
H  4.79097  -4.18938  0.62884  0.32
Cl  4.61185  3.19150  -5.67934  -0.17
C  3.51864  3.24478  -4.27250  -0.49
C  4.26605  3.13651  -2.96348  -0.34
Cl  4.98058  1.52312  -2.72805  -0.18
H  2.78725  2.44496  -4.38383  0.32
H  2.99030  4.19769  -4.31936  0.33
H  3.58077  3.30272  -2.13100  0.15
H  5.06694  3.87252  -2.89723  0.37
Cl  0.79323  1.42515  6.40976  -0.14
C  1.30598  0.86776  8.02444  -0.49
C  2.80968  0.74813  8.14089  -0.48
Cl  3.46106  -0.58094  7.14704  -0.16
H  0.81235  -0.08267  8.22489  0.32
H  0.93730  1.60117  8.74244  0.34
H  3.08406  0.53302  9.17411  0.34
H  3.30904  1.66899  7.84069  0.32
Cl  9.52789  2.06616  -5.79069  -0.22
C  8.29589  2.51920  -6.99755  0.66
C  7.94485  1.37136  -7.91523  -0.43
Cl  9.29019  0.94416  -9.00448  -0.20
H  8.66996  3.37781  -7.55432  -0.36
H  7.41066  2.83317  -6.44258  -0.10
H  7.10148  1.64965  -8.54813  0.29
H  7.66955  0.47913  -7.35359  0.35
Cl  7.37533  6.63729  -6.62934  -0.18
C  9.15695  6.64023  -6.57159  -0.50
C  9.77502  6.71118  -7.95032  -0.42
Cl  9.50824  5.21953  -8.88715  -0.19
H  9.47799  5.74820  -6.03341  0.30
H  9.45263  7.51383  -5.98965  0.37
H  10.85429  6.84164  -7.86505  0.29
H  9.37562  7.54566  -8.52589  0.33
Cl  -4.42373  2.59854  -2.00854  -0.21
C  -5.41365  1.13989  -2.27518  0.44
C  -5.55802  0.80635  -3.74257  -0.44
Cl  -6.55047  2.00855  -4.60389  -0.20
H  -6.38382  1.29987  -1.80496  -0.04
H  -4.91496  0.32146  -1.75587  -0.20
H  -6.05765  -0.15650  -3.85475  0.30
H  -4.59035  0.74719  -4.23993  0.37
Cl  -10.84433  0.42306  3.12457  -0.19
C  -9.82447  -0.83531  3.86606  -0.20
C  -10.07691  -2.20154  3.27000  -0.34
Cl  -11.68834  -2.83353  3.69236  -0.19
H  -10.00656  -0.82711  4.94033  0.36
H  -8.78759  -0.54343  3.69409  0.03
H  -9.34665  -2.91383  3.65613  0.23
H  -9.99552  -2.18505  2.18350  0.31
Cl  -9.53856  3.98515  0.50488  -0.18
C  -8.46151  3.89392  -0.91073  -0.33
C  -9.08164  3.12178  -2.05300  -0.33
Cl  -9.24655  1.38538  -1.68380  -0.17
H  -7.52069  3.44751  -0.58849  0.18
H  -8.26178  4.91903  -1.22436  0.34
H  -8.44809  3.19901  -2.93692  0.11
H  -10.06938  3.50508  -2.30722  0.39

Gap between HOMO and LUMO ... 7.41 eV
Largest force on an atom ... 0.0720 hartree/bohr
DFT total energy ... -10050.97590 a.u.

Record 3
A molecular structure, C14H30N2NdO4 in a non-equilibrium geometry, computed with ωB97M-V with the def2-TZVPD basis set.

Each line ends with the natural charge from an NBO analysis.
Geometry (Å):
Nd  1.89823  -10.20463  6.23980  1.99
C  4.74256  -9.99951  5.06696  -0.10
C  4.16626  -8.71899  5.55504  -0.13
O  2.87790  -8.57603  4.90017  -0.56
C  2.03154  -7.51808  5.39197  -0.12
C  0.69063  -7.74416  4.78272  -0.10
O  0.20908  -9.05817  5.18711  -0.60
C  -0.40896  -9.80163  4.13347  -0.11
C  0.03906  -11.21518  4.17599  -0.13
O  1.49499  -11.12264  4.16979  -0.58
C  2.17151  -12.40274  4.35547  -0.12
C  3.62571  -12.06336  4.39274  -0.10
O  3.84486  -11.08019  5.44022  -0.59
H  5.70583  -10.28694  5.49396  0.27
H  4.82930  -10.00744  3.95755  0.24
H  4.77245  -7.82860  5.32391  0.29
H  4.00865  -8.71682  6.65487  0.19
H  2.47736  -6.56292  5.10850  0.29
H  2.01850  -7.56007  6.51281  0.19
H  0.75227  -7.77400  3.67986  0.24
H  -0.05617  -7.02627  5.10836  0.26
H  -0.15918  -9.36674  3.14965  0.23
H  -1.49326  -9.72446  4.25296  0.26
H  -0.28679  -11.80508  3.30935  0.28
H  -0.33991  -11.72450  5.07982  0.21
H  1.89814  -13.05126  3.52081  0.28
H  1.79856  -12.84400  5.30112  0.21
H  3.96973  -11.57868  3.48022  0.23
H  4.28275  -12.93734  4.58837  0.27
C  3.36721  -11.95082  10.99011  -0.63
C  1.97904  -12.57299  10.87623  -0.25
N  0.88956  -11.64356  10.55868  -0.33
C  -0.15908  -11.55298  11.60512  -0.21
C  0.35207  -10.88068  12.88911  -0.64
C  0.81994  -11.04722  9.37820  0.56
C  -0.22763  -9.98139  9.16106  -0.65
N  1.65701  -11.31078  8.36923  -1.01
H  4.13026  -12.72989  11.02662  0.25
H  3.41038  -11.42037  11.93416  0.24
H  3.61824  -11.26892  10.17852  0.19
H  1.75617  -13.08029  11.82379  0.26
H  1.95534  -13.38592  10.15121  0.20
H  -0.52486  -12.58388  11.79085  0.24
H  -1.00155  -11.03209  11.17917  0.21
H  0.81435  -11.60381  13.56696  0.24
H  -0.48436  -10.39896  13.38850  0.26
H  1.07618  -10.10719  12.70249  0.22
H  -0.10421  -9.15655  9.87257  0.28
H  -1.21659  -10.41935  9.26623  0.28
H  -0.13510  -9.59022  8.11164  0.17
H  2.27141  -12.10108  8.60584  0.40

Gap between HOMO and LUMO (spin up / spin down) ... 7.62 / 8.61 eV
Net charge ... +3
Largest force on an atom ... 0.0584 hartree/bohr
DFT total energy ... -1522.34939 a.u.
Multiplicity ... 4

Record 4
H2NO4P in the gas phase in a non-equilibrium geometry, computed with ωB97M-V with the def2-TZVPD basis set.

Each line ends with the natural charge from an NBO analysis.
Geometry (Å):
N  0.71814  -0.22089  -0.30499  0.40
O  0.12330  -0.15397  -1.54580  -0.55
O  0.06946  0.62576  0.63630  -0.64
O  -1.07825  2.43567  1.63690  -0.88
O  0.47823  -1.53636  0.16072  -0.61
P  -1.05231  1.76945  0.37797  1.28
H  -0.22728  -1.01705  -1.82285  0.50
H  0.96870  -1.90262  0.86176  0.50

Gap between HOMO and LUMO (spin up / spin down) ... 7.31 / 6.89 eV
Largest force on an atom ... 0.1178 hartree/bohr
DFT total energy ... -697.99830 a.u.
ΔE to the lowest compared entry with this formula, charge and spin ... 7.140 eV
Multiplicity ... 3

What is the DFT total energy in the first record? -7852.23220 a.u.

Look up the DFT total energy of the fourth one. -697.99830 a.u.